No. 1
147
Properties=species:S:1:pos:R:3 method="wB97M-V/def2-TZVPD" charge=-1 homo_ha=-0.231 de_lowest_kcal_mol=0.0 spin_multiplicity=1 e_tot_ha=-5408.1019
As 0.14 0.19 1.07
F -0.95 0.90 -0.07
F -1.26 -0.56 1.78
F 1.21 -0.39 2.29
F 1.45 0.89 0.21
F -0.07 1.57 2.11
F 0.33 -1.22 0.12
C 3.72 1.89 3.71
C 4.02 3.36 3.52
N 4.20 3.91 2.18
C 5.52 3.77 1.59
C 5.96 2.35 1.22
C 3.09 3.81 1.23
C 1.83 4.44 1.80
H 4.51 1.23 3.36
H 2.80 1.56 3.21
H 3.51 1.69 4.77
H 3.24 3.97 3.99
H 4.91 3.68 4.08
H 5.56 4.44 0.73
H 6.24 4.28 2.25
H 5.09 1.77 0.90
H 6.67 2.38 0.39
H 6.39 1.83 2.07
H 2.84 2.75 1.09
H 3.47 4.18 0.28
H 1.54 3.75 2.59
H 1.03 4.43 1.06
H 1.99 5.43 2.21
C 0.41 2.68 -2.32
C -0.43 3.40 -3.38
N -0.31 2.80 -4.70
C 1.07 2.55 -5.10
C 1.22 1.89 -6.46
C -1.04 3.58 -5.68
C -2.54 3.56 -5.43
H 0.06 2.90 -1.32
H 1.43 3.08 -2.32
H 0.38 1.62 -2.57
H -1.45 3.20 -3.04
H -0.27 4.49 -3.36
H 1.64 3.51 -5.12
H 1.57 1.99 -4.31
H 1.13 2.62 -7.26
H 2.16 1.35 -6.53
H 0.42 1.16 -6.62
H -0.88 3.10 -6.66
H -0.59 4.58 -5.76
H -2.74 4.20 -4.57
H -2.89 2.54 -5.25
H -3.09 4.00 -6.26
C -1.96 -4.22 5.61
C -2.60 -3.47 4.47
O -3.43 -4.04 3.78
N -2.25 -2.18 4.23
C -1.44 -1.33 5.08
H -0.87 -4.14 5.56
H -2.26 -5.26 5.55
H -2.36 -3.84 6.55
H -2.66 -1.76 3.41
H -0.41 -1.69 5.08
H -1.84 -1.26 6.10
H -1.42 -0.33 4.66
C -0.73 -4.66 1.67
C -0.36 -5.78 0.73
O -0.55 -6.96 1.01
N 0.22 -5.40 -0.43
C 0.73 -6.33 -1.43
H -0.39 -3.71 1.24
H -0.26 -4.72 2.65
H -1.82 -4.63 1.74
H 0.24 -4.42 -0.66
H -0.06 -6.56 -2.15
H 1.10 -7.25 -0.99
H 1.52 -5.82 -1.98
C 3.98 -1.62 -5.79
C 2.94 -1.60 -4.69
O 1.96 -2.33 -4.72
N 3.17 -0.69 -3.72
C 2.39 -0.59 -2.48
H 3.52 -1.67 -6.78
H 4.63 -2.49 -5.72
H 4.60 -0.72 -5.81
H 3.79 0.07 -3.92
H 1.36 -0.88 -2.65
H 2.40 0.47 -2.21
H 2.85 -1.20 -1.71
C -1.13 -3.10 -3.19
C -1.76 -2.85 -4.53
O -2.84 -3.31 -4.83
N -0.98 -2.16 -5.41
C -1.58 -1.43 -6.51
H -1.26 -2.29 -2.48
H -0.07 -3.33 -3.25
H -1.61 -3.99 -2.77
H -0.04 -1.94 -5.11
H -1.42 -1.96 -7.45
H -1.23 -0.40 -6.59
H -2.66 -1.39 -6.36
C 4.64 -1.28 2.13
C 5.04 -2.55 1.45
O 6.21 -2.74 1.13
N 4.07 -3.45 1.12
C 2.75 -3.55 1.71
H 4.29 -0.54 1.40
H 5.49 -0.86 2.66
H 3.83 -1.40 2.86
H 4.45 -4.30 0.73
H 2.07 -4.03 1.02
H 2.30 -2.59 1.97
H 2.72 -4.09 2.66
C -1.32 3.96 4.92
C -2.07 4.35 3.67
O -2.69 5.41 3.60
N -2.07 3.46 2.66
C -2.74 3.66 1.41
H -0.31 4.36 4.83
H -1.33 2.88 5.07
H -1.78 4.47 5.76
H -1.46 2.66 2.74
H -3.72 4.10 1.57
H -2.88 2.69 0.94
H -2.13 4.29 0.75
C -5.80 -0.94 5.02
C -5.88 -0.50 3.57
O -6.65 -1.03 2.79
N -5.10 0.55 3.19
C -3.96 1.13 3.86
H -6.11 -0.11 5.66
H -4.79 -1.27 5.28
H -6.49 -1.77 5.13
H -5.21 0.82 2.22
H -3.08 0.98 3.22
H -3.68 0.62 4.78
H -4.19 2.16 4.10
C -3.43 0.26 -2.47
C -3.87 -0.98 -1.71
O -4.52 -1.86 -2.26
N -3.44 -1.06 -0.43
C -3.83 -2.10 0.48
H -3.19 0.04 -3.51
H -2.59 0.75 -1.98
H -4.29 0.94 -2.41
H -2.86 -0.29 -0.12
H -4.13 -1.68 1.45
H -2.97 -2.75 0.67
H -4.65 -2.72 0.15

No. 2
141
Properties=species:S:1:pos:R:3 method="wB97M-V/def2-TZVPD" homo_ha=-0.303 spin_multiplicity=1 e_tot_ha=-3503.0031
C -2.50 0.27 0.90
C -2.15 -1.11 0.26
C -3.36 -2.02 0.38
C -3.17 -3.43 -0.18
C -2.67 -3.42 -1.62
O -3.70 -2.83 -2.38
C -3.44 -2.63 -3.75
S -3.13 -4.18 -4.67
C -4.78 -2.12 -4.34
C -5.64 -1.39 -3.28
C -6.67 -2.31 -2.61
C -7.94 -1.56 -2.21
N -7.81 -0.99 -0.84
C -7.63 0.42 -0.88
N -6.60 0.90 -0.29
N -8.63 1.24 -1.53
C -2.29 -1.60 -3.94
C -1.97 -1.35 -5.44
C -0.63 -1.93 -5.82
N -0.48 -3.06 -6.38
O -2.75 -0.46 -3.24
C -1.85 0.61 -3.12
C -2.13 1.80 -4.06
C -3.53 1.85 -4.68
C -4.49 2.78 -3.93
C -4.87 2.28 -2.53
C -5.70 3.37 -1.83
O -0.50 0.20 -3.25
C 0.38 0.84 -2.32
C 1.76 0.94 -2.98
O 2.74 0.18 -2.27
C 3.61 1.00 -1.51
C 2.92 1.69 -0.32
H -2.39 1.07 0.17
H -3.54 0.30 1.23
H -1.86 0.46 1.76
H -1.29 -1.50 0.81
H -1.90 -0.91 -0.78
H -3.55 -2.14 1.46
H -4.26 -1.54 -0.01
H -4.09 -4.01 -0.11
H -2.42 -3.96 0.42
H -1.74 -2.84 -1.62
H -2.44 -4.45 -1.90
H -1.95 -4.58 -4.17
H -4.61 -1.41 -5.15
H -5.32 -3.00 -4.68
H -5.02 -0.85 -2.57
H -6.20 -0.63 -3.84
H -6.96 -3.06 -3.35
H -6.22 -2.83 -1.77
H -8.79 -2.25 -2.22
H -8.12 -0.77 -2.94
H -8.65 -1.18 -0.32
H -6.65 1.92 -0.40
H -9.10 1.80 -0.84
H -8.20 1.86 -2.20
H -1.41 -2.07 -3.51
H -1.88 -0.29 -5.65
H -2.72 -1.73 -6.12
H 0.25 -1.30 -5.65
H 0.51 -3.22 -6.55
H -1.96 0.98 -2.10
H -1.36 1.86 -4.83
H -2.01 2.71 -3.46
H -3.98 0.87 -4.84
H -3.42 2.29 -5.67
H -5.39 2.98 -4.51
H -3.98 3.74 -3.81
H -3.97 2.13 -1.94
H -5.44 1.36 -2.60
H -5.35 4.37 -2.10
H -6.74 3.25 -2.14
H -5.66 3.24 -0.75
H 0.04 1.83 -2.03
H 0.49 0.16 -1.47
H 2.08 1.98 -3.08
H 1.69 0.54 -3.99
H 4.36 0.33 -1.12
H 4.11 1.74 -2.14
H 2.02 1.14 -0.07
H 3.55 1.71 0.56
H 2.61 2.69 -0.62
O 5.88 3.01 0.97
P 7.30 2.56 1.18
N 7.50 2.94 2.85
C 8.68 3.48 3.48
C 6.58 2.26 3.77
N 8.09 3.70 0.13
C 8.92 4.77 0.64
C 7.22 4.25 -0.91
N 8.60 1.48 1.07
C 8.54 0.26 1.89
C 9.80 1.59 0.27
H 9.59 2.87 3.32
H 8.54 3.55 4.56
H 8.88 4.50 3.15
H 6.86 1.21 3.93
H 5.57 2.28 3.38
H 6.56 2.75 4.74
H 8.35 5.49 1.24
H 9.38 5.31 -0.19
H 9.75 4.39 1.24
H 6.57 5.05 -0.53
H 6.59 3.48 -1.35
H 7.84 4.66 -1.71
H 8.92 0.44 2.91
H 9.14 -0.54 1.46
H 7.52 -0.11 1.97
H 10.60 2.09 0.83
H 9.63 2.12 -0.66
H 10.17 0.60 -0.02
O 0.73 -1.48 3.07
P 0.83 -1.98 4.48
N -0.41 -3.18 4.48
C -1.33 -3.47 5.55
C -0.24 -4.27 3.52
N 0.36 -0.52 5.30
C -0.91 -0.41 6.00
C 0.56 0.70 4.52
N 1.65 -2.55 5.86
C 2.22 -3.90 5.79
C 1.85 -1.88 7.13
H -0.84 -3.71 6.51
H -1.96 -4.32 5.29
H -2.03 -2.65 5.72
H 0.52 -5.00 3.84
H 0.07 -3.87 2.55
H -1.17 -4.80 3.36
H -1.77 -0.48 5.32
H -0.96 0.56 6.51
H -1.01 -1.15 6.79
H -0.24 0.85 3.78
H 1.50 0.68 3.99
H 0.57 1.56 5.19
H 1.48 -4.67 6.04
H 3.06 -4.01 6.48
H 2.61 -4.11 4.80
H 1.04 -2.12 7.83
H 1.93 -0.81 7.02
H 2.79 -2.20 7.59

No. 3
150
Properties=species:S:1:pos:R:3 method="wB97M-V/def2-TZVPD" homo_ha=-0.307 de_lowest_kcal_mol=0.0 spin_multiplicity=1 e_tot_ha=-3243.6978
Na 1.29 3.09 -1.70
B 0.07 0.91 -0.50
F 0.25 0.93 -1.92
F -0.59 -0.27 -0.08
F 1.34 1.04 0.12
F -0.67 2.09 -0.12
C 0.66 -7.80 7.52
O 1.39 -6.75 6.99
C 1.67 -5.76 7.98
C 2.24 -4.62 7.27
N 1.28 -4.01 6.38
C 1.74 -2.77 5.72
C 0.74 -2.41 4.69
O 1.19 -1.25 4.00
C 0.20 -0.67 3.21
H -0.41 -7.53 7.57
H 0.98 -8.05 8.54
H 0.77 -8.64 6.84
H 2.41 -6.17 8.69
H 0.76 -5.43 8.50
H 3.15 -5.00 6.72
H 2.66 -3.90 7.98
H 0.95 -4.67 5.68
H 2.74 -2.98 5.28
H 1.84 -1.98 6.46
H -0.26 -2.26 5.12
H 0.69 -3.21 3.92
H 0.65 0.16 2.68
H -0.68 -0.28 3.77
H -0.20 -1.38 2.47
C -2.56 5.25 1.16
O -1.42 5.92 0.73
C -1.21 5.60 -0.61
C 0.11 6.18 -1.12
N 1.32 5.39 -0.86
C 1.60 5.04 0.53
C 1.98 6.18 1.44
O 3.00 6.81 0.84
C 3.54 7.80 1.68
H -2.40 4.17 1.10
H -3.45 5.62 0.64
H -2.72 5.46 2.22
H -2.02 6.04 -1.23
H -1.27 4.50 -0.75
H 0.24 7.20 -0.70
H -0.01 6.33 -2.20
H 2.10 5.93 -1.24
H 2.46 4.34 0.52
H 0.78 4.43 0.93
H 2.32 5.79 2.42
H 1.14 6.85 1.65
H 2.99 8.74 1.58
H 4.58 7.93 1.39
H 3.53 7.47 2.73
C -10.06 2.59 -0.32
O -8.74 2.17 -0.05
C -7.97 1.88 -1.24
C -6.59 1.54 -0.86
N -5.79 2.68 -0.68
C -4.45 2.36 -0.29
C -4.27 1.73 1.06
O -4.31 2.78 2.06
C -4.19 2.26 3.30
H -10.52 1.98 -1.12
H -10.10 3.65 -0.63
H -10.64 2.46 0.59
H -7.98 2.74 -1.94
H -8.47 1.04 -1.76
H -6.14 0.83 -1.57
H -6.67 0.90 0.05
H -6.18 3.21 0.11
H -3.93 3.33 -0.26
H -3.91 1.83 -1.08
H -3.35 1.12 1.14
H -5.10 1.01 1.28
H -4.47 3.03 4.01
H -3.15 1.95 3.49
H -4.86 1.40 3.41
C 8.41 -3.78 -4.89
O 7.30 -3.41 -5.57
C 6.14 -4.16 -5.21
C 5.02 -3.21 -5.14
N 3.71 -3.88 -5.07
C 3.40 -4.52 -3.79
C 3.03 -3.60 -2.70
O 1.71 -3.26 -2.85
C 1.24 -2.40 -1.77
H 9.15 -2.99 -5.01
H 8.86 -4.70 -5.29
H 8.20 -3.91 -3.82
H 6.31 -4.70 -4.26
H 5.95 -4.94 -5.97
H 5.08 -2.58 -6.03
H 5.22 -2.54 -4.27
H 2.98 -3.19 -5.24
H 4.19 -5.19 -3.45
H 2.55 -5.19 -3.98
H 3.63 -2.67 -2.72
H 3.22 -4.02 -1.70
H 1.95 -1.62 -1.46
H 0.89 -2.98 -0.90
H 0.34 -1.87 -2.11
C -2.60 -4.51 -2.42
O -3.10 -3.89 -1.30
C -2.22 -2.88 -0.88
C -2.75 -2.28 0.40
N -3.64 -3.13 1.19
C -3.02 -4.31 1.73
C -1.82 -4.00 2.59
O -0.68 -3.75 1.85
C 0.12 -4.88 1.59
H -3.37 -5.09 -2.90
H -1.72 -5.15 -2.20
H -2.23 -3.77 -3.17
H -2.11 -2.12 -1.67
H -1.22 -3.32 -0.69
H -3.27 -1.35 0.17
H -1.91 -1.96 1.00
H -4.31 -3.52 0.50
H -2.69 -5.02 0.95
H -3.75 -4.86 2.33
H -1.68 -4.77 3.37
H -2.07 -3.10 3.18
H 0.49 -5.31 2.53
H 0.95 -4.53 0.99
H -0.45 -5.63 1.02
C 4.18 1.73 -0.49
O 3.63 2.49 -1.56
C 4.36 2.40 -2.73
C 3.79 3.41 -3.71
N 2.39 3.12 -3.93
C 1.63 4.23 -4.58
C 0.21 3.82 -4.76
O -0.38 3.62 -3.50
C -1.67 3.11 -3.50
H 3.82 0.70 -0.52
H 3.91 2.20 0.44
H 5.28 1.70 -0.55
H 4.25 1.38 -3.16
H 5.42 2.58 -2.53
H 4.35 3.41 -4.66
H 3.87 4.39 -3.24
H 2.28 2.36 -4.62
H 2.06 4.48 -5.57
H 1.74 5.14 -3.98
H 0.26 2.86 -5.33
H -0.36 4.55 -5.35
H -1.95 2.94 -2.46
H -1.72 2.15 -4.03
H -2.40 3.81 -3.93